{"formula": "C21H28Cl3LaO4", "method": "the ωB97M-V functional and the def2-TZVPD basis", "symbols": ["H", "C", "C", "H", "C", "H", "O", "C", "H", "C", "H", "C", "H", "C", "H", "H", "H", "H", "H", "C", "C", "H", "C", "H", "H", "H", "Cl", "C", "Cl", "C", "H", "H", "H", "O", "H", "H", "H", "O", "C", "C", "O", "C", "C", "C", "C", "H", "C", "H", "H", "H", "La", "H", "C", "Cl", "H", "H", "C"], "positions_angstrom": [[1.0471, -3.7815, 0.3554], [-1.7355, 0.5977, 3.4287], [1.8156, -1.8064, -4.2646], [1.4164, 0.2151, -5.7782], [-0.7329, 0.8724, -1.1821], [-1.8001, -1.4414, 4.3361], [1.5527, 2.8056, 3.4907], [-1.7548, 2.0190, -1.1839], [-0.9841, -2.2899, -5.0819], [-0.8418, 3.1671, -1.6247], [1.4118, 1.5822, -3.8755], [0.4159, 2.8306, -0.8248], [0.3833, 3.1545, 0.2364], [-2.6069, -1.1824, 2.2552], [3.2124, -2.2205, 0.8215], [2.6371, -1.1108, -4.0162], [-2.2338, 2.1339, 1.8958], [0.7329, -2.1822, 4.4170], [-0.4751, -3.7672, 2.5978], [-2.1947, 1.0861, 2.1771], [2.3633, -2.3449, 1.4881], [-0.5368, -2.8202, -3.4804], [-2.7620, -0.0087, 1.4604], [1.3889, 3.1547, -1.2066], [-2.6016, 1.8295, -1.8590], [-2.1627, 2.1465, -0.1487], [0.4267, 0.1335, 6.1151], [-1.9632, -0.8051, 3.4702], [0.2864, 3.0162, 6.2351], [2.2425, -1.8127, 2.8080], [-3.3627, 0.0530, 0.5506], [-0.3228, 0.2438, -5.8241], [1.8061, -2.7312, -3.6560], [0.5422, 1.3984, -0.8308], [-1.6348, -1.4285, -3.7240], [-1.4393, 1.2105, 4.2718], [-0.3963, 1.5035, -3.9315], [0.6011, -0.1806, -2.9297], [1.2010, 1.6535, 5.5458], [1.1943, 1.7342, 3.9372], [0.8348, 0.6868, 3.2195], [1.2253, -3.1715, 1.2409], [1.0484, -2.3280, 3.3905], [-0.7280, -1.9243, -4.0885], [0.4208, -3.1752, 2.4291], [-0.5448, 0.6197, -2.2012], [0.5186, 0.0906, -5.1798], [-0.6675, 3.1171, -2.7066], [1.9630, -2.0915, -5.3178], [-1.2289, 4.1488, -1.4136], [0.2123, -0.6947, 1.5117], [-3.0140, -2.1704, 2.0170], [0.5363, 0.9413, -3.9603], [2.8877, 1.6581, 6.1055], [2.9882, -1.2329, 3.3345], [-1.1010, -0.0673, -0.7411], [0.5130, -1.0337, -4.1115]], "forces_ev_per_angstrom": [[0.03, 0.28, 0.21], [-1.11, -0.50, -0.47], [0.02, -0.42, -0.08], [0.15, -0.50, 0.05], [-1.65, 0.97, -1.51], [0.05, 0.10, -0.26], [-0.18, -0.41, 0.28], [-0.13, -0.33, 1.25], [0.24, 0.03, -0.19], [0.20, -0.36, 0.19], [-0.17, 0.16, 0.34], [1.00, 0.23, 0.74], [-0.34, 0.09, -0.54], [0.12, 0.17, -0.42], [-0.25, 0.13, 0.09], [-0.23, -0.57, 0.14], [0.06, -0.21, 0.07], [-0.05, 0.18, -0.30], [0.14, 0.25, -0.12], [-0.09, -0.53, 0.37], [-0.23, -0.32, 0.54], [-0.14, 0.30, 0.06], [0.19, -0.35, 0.20], [-0.36, 0.42, -0.25], [0.33, -0.03, 0.13], [0.29, 0.29, -0.97], [0.20, 0.27, -0.02], [0.00, 0.52, -0.18], [0.35, -0.25, -0.28], [0.11, -1.33, -0.07], [0.42, -0.02, 0.18], [-0.67, -0.24, -0.12], [0.35, 0.58, -0.08], [-0.36, -0.59, 1.56], [0.32, 0.14, 0.11], [0.25, -0.18, -0.31], [0.09, 0.11, 0.77], [1.01, 0.39, -4.31], [-0.50, -0.87, -0.62], [-0.08, -0.51, -1.38], [1.78, 2.12, 2.17], [0.12, -0.29, 0.75], [0.71, -0.97, -0.43], [0.04, -0.32, 0.14], [0.86, -0.18, -0.04], [-1.48, -0.25, 0.43], [0.43, -0.28, 0.82], [0.09, 0.00, 0.29], [-0.16, -0.09, 0.31], [-0.12, 0.37, 0.26], [-2.56, 2.53, 0.18], [0.21, 0.41, 0.11], [0.35, 1.07, 1.17], [-0.27, 0.14, -0.16], [-0.18, 0.19, -0.17], [0.42, 0.26, 0.65], [0.39, -1.81, -1.28]], "e_above_lowest_kj_mol": 63.38, "homo_lumo_gap_ev": 7.695}